[1]
A structure of composition C36H34N4O3PSTc. Source: the Open Molecules 2025 dataset; level of theory: ωB97M-V/def2-TZVPD.

XYZ file:
```
80
C36H34N4O3PSTc ωB97M-V/def2-TZVPD
Tc -1.550 0.162 0.223
C -1.859 0.456 4.485
O -1.729 -0.922 4.815
C -1.553 -1.900 3.896
C -1.331 -3.166 4.423
C -1.168 -4.277 3.606
C -1.225 -4.142 2.241
C -1.392 -2.876 1.659
C -1.366 -2.797 0.236
N -1.207 -1.713 -0.474
N -1.114 -1.845 -1.831
C -1.217 -0.695 -2.432
O -1.430 0.406 -1.745
C -1.132 -0.646 -3.897
C -0.852 -1.811 -4.615
C -0.794 -1.771 -5.995
C -1.014 -0.577 -6.670
C -1.286 0.583 -5.959
C -1.345 0.551 -4.576
C -1.564 -1.734 2.494
O -1.765 -0.537 1.961
H -1.000 0.821 3.923
H -1.911 0.971 5.441
H -2.772 0.656 3.923
H -1.294 -3.262 5.500
H -0.987 -5.243 4.055
H -1.112 -5.007 1.599
H -1.402 -3.727 -0.324
H -0.688 -2.726 -4.066
H -0.581 -2.672 -6.555
H -0.986 -0.552 -7.751
H -1.454 1.513 -6.486
H -1.561 1.447 -4.009
C 5.152 -1.472 4.155
C 3.834 -1.253 4.535
C 2.859 -1.080 3.568
C 3.192 -1.113 2.212
C 4.515 -1.332 1.837
C 5.489 -1.506 2.811
P 1.785 -0.984 1.060
C 2.503 -1.411 -0.556
C 2.535 -0.535 -1.637
C 2.981 -0.977 -2.875
C 3.381 -2.294 -3.045
C 3.343 -3.175 -1.972
C 2.899 -2.738 -0.735
C 1.479 0.807 0.957
C 2.510 1.687 1.288
C 2.295 3.052 1.345
C 1.026 3.545 1.117
C -0.009 2.680 0.799
C 0.180 1.300 0.686
H 5.913 -1.625 4.909
H 3.563 -1.233 5.583
H 1.823 -0.922 3.851
H 4.781 -1.361 0.788
H 6.517 -1.671 2.513
H 2.213 0.493 -1.513
H 3.014 -0.293 -3.714
H 3.719 -2.633 -4.016
H 3.652 -4.203 -2.110
H 2.857 -3.426 0.104
H 3.492 1.287 1.509
H 3.107 3.724 1.589
H 0.832 4.606 1.203
H -1.000 3.105 0.697
C -2.375 4.877 -1.532
N -2.639 3.487 -1.153
C -3.615 3.074 -0.342
S -3.387 1.756 0.735
N -4.790 3.686 -0.296
C -5.343 4.631 -1.257
H -1.304 4.987 -1.674
H -2.691 5.552 -0.738
H -2.875 5.157 -2.457
H -1.854 2.857 -1.203
H -5.420 3.330 0.405
H -5.201 5.664 -0.939
H -6.408 4.439 -1.352
H -4.888 4.487 -2.233
```

Summary:
Multiplicity = 4
ΔE to the lowest compared entry with this formula, charge and spin = 0.048 eV
⟨S²⟩ = 3.7953
Orbital gap (alpha / beta) = 6.6 / 5.9 eV
Charge = +1

[2]
A structure of composition C25H47AsO6P2PdS2Si3. Source: the Open Molecules 2025 dataset; level of theory: ωB97M-V/def2-TZVPD.

XYZ file:
```
87
C25H47AsO6P2PdS2Si3 ωB97M-V/def2-TZVPD
Pd 0.008 0.627 2.038
C 0.350 5.344 -1.949
P 0.356 4.669 -0.229
C 1.036 3.015 -0.617
C -1.423 4.237 0.033
C -2.362 4.724 -0.882
C -3.719 4.464 -0.768
C -4.163 3.686 0.285
C -3.249 3.206 1.209
C -1.877 3.472 1.139
P -0.832 2.609 2.433
C 0.291 3.962 2.989
C -1.973 2.726 3.871
H -0.135 4.678 -2.667
H 1.399 5.455 -2.235
H -0.110 6.332 -1.997
H 0.468 2.546 -1.423
H 0.965 2.358 0.261
H 2.087 3.095 -0.903
H -2.032 5.321 -1.720
H -4.411 4.857 -1.505
H -5.214 3.445 0.393
H -3.618 2.583 2.012
H -0.240 4.897 3.191
H 1.091 4.149 2.278
H 0.738 3.583 3.911
H -2.455 3.706 3.937
H -1.355 2.553 4.753
H -2.710 1.926 3.849
O 2.034 -0.862 1.856
S 1.241 -2.040 2.203
O 1.729 -3.259 1.565
O -0.191 -1.845 1.991
C 1.569 -2.389 3.986
C 2.625 -3.301 4.115
C 3.093 -3.745 5.339
C 2.484 -3.292 6.494
C 1.435 -2.397 6.391
C 0.964 -1.916 5.165
S -0.379 -0.694 5.382
O -0.789 -0.848 6.776
O -1.422 -1.053 4.444
O 0.298 0.574 5.135
H 3.079 -3.670 3.210
H 3.917 -4.449 5.377
H 2.812 -3.631 7.471
H 0.937 -2.035 7.278
C -0.745 -1.116 -5.209
Si -0.399 -0.131 -3.631
C 0.872 1.144 -4.208
C -2.006 0.789 -3.249
As 0.312 -1.038 -1.586
Si 2.356 -1.962 -2.300
C 2.988 -3.461 -1.386
C 2.422 -2.419 -4.139
C 3.575 -0.555 -2.031
Si -1.276 -2.769 -1.296
C -0.665 -4.341 -0.496
C -2.616 -1.969 -0.263
C -2.089 -3.345 -2.911
H -1.078 -0.378 -5.948
H -1.528 -1.863 -5.099
H 0.144 -1.608 -5.601
H 0.398 1.785 -4.959
H 1.738 0.666 -4.674
H 1.234 1.776 -3.398
H -2.115 1.652 -3.913
H -2.037 1.152 -2.219
H -2.874 0.141 -3.396
H 2.317 -4.318 -1.454
H 3.121 -3.253 -0.326
H 3.948 -3.721 -1.847
H 1.604 -3.084 -4.427
H 3.365 -2.936 -4.342
H 2.377 -1.536 -4.781
H 3.508 -0.215 -0.995
H 3.361 0.294 -2.683
H 4.599 -0.892 -2.221
H -0.209 -4.164 0.475
H 0.068 -4.857 -1.120
H -1.545 -4.985 -0.387
H -2.183 -1.524 0.636
H -3.354 -2.718 0.038
H -3.127 -1.184 -0.828
H -1.358 -3.638 -3.667
H -2.733 -2.574 -3.339
H -2.713 -4.216 -2.687
```

Summary:
Multiplicity = 1
ΔE to the lowest compared entry with this formula, charge and spin = 1.124 eV
Orbital gap = 5.2 eV
Charge = -2

[3]
An isolated molecule of CHNO2S. Source: the Open Molecules 2025 dataset; level of theory: ωB97M-V/def2-TZVPD.

XYZ file:
```
6
CHNO2S ωB97M-V/def2-TZVPD
C 0.171 -0.201 0.211
N 1.330 0.308 0.087
O -0.911 0.091 -0.544
O 2.133 0.985 -0.509
S -2.601 -0.162 -0.223
H -0.121 -1.021 0.978
```

Summary:
Multiplicity = 1
ΔE to the lowest compared entry with this formula, charge and spin = 4.324 eV
Orbital gap (alpha / beta) = 7.0 / 8.3 eV
Charge = 0